1.
Entry from OMol25: the molecule C6H10 in a non-equilibrium geometry (wB97M-V/def2-TZVPD).

Gap between HOMO and LUMO = 7.8686 eV
Energy relative to the best compared isomer or geometry (same formula, charge and spin) = 73.33 kcal/mol
DFT total energy = -6380.6797 eV
Maximum force = 2.8 eV/A
E_LUMO = 0.382 eV
SMILES = C=C(C)/C=C/C

Geometry as ORCA input:
```
! wB97M-V def2-TZVPD RIJCOSX def2/J DEFGRID3
* xyz 0 1
C 1.022 1.219 1.785
C 0.252 0.138 1.052
C -0.864 -0.449 1.526
C -0.674 -0.439 -2.513
C -0.124 -0.871 -1.143
C 0.727 -0.171 -0.343
H 1.219 0.917 2.797
H 1.915 1.543 1.240
H 0.447 2.146 1.828
H -0.987 -0.581 2.588
H -1.657 -0.611 0.821
H -1.737 -0.648 -2.365
H -0.288 -1.150 -3.265
H -0.356 0.585 -2.696
H -0.656 -1.750 -0.778
H 1.759 0.120 -0.535
*
```

Results of the Mulliken charge analysis, in e, for atoms 1 through 2:
1. C -1.238
2. C 0.755

***

2.
Entry from OMol25: C6H10 as an isolated structure in a non-equilibrium geometry (wB97M-V/def2-TZVPD).

Gap between HOMO and LUMO = 9.2616 eV
Energy relative to the best compared isomer or geometry (same formula, charge and spin) = 98.00 kcal/mol
DFT total energy = -6379.6096 eV
Maximum force = 1.6 eV/A
E_LUMO = 1.018 eV

Geometry as ORCA input:
```
! wB97M-V def2-TZVPD RIJCOSX def2/J DEFGRID3
* xyz 0 1
C 0.476 -1.438 0.361
C 0.359 0.074 0.617
C 1.407 0.815 -0.249
C -1.534 0.853 0.753
C -1.562 0.531 -0.618
C -1.243 0.093 -1.703
H 1.383 -1.795 0.880
H 0.594 -1.725 -0.697
H -0.371 -1.988 0.768
H 0.460 0.323 1.648
H 1.256 1.894 -0.275
H 2.397 0.641 0.214
H 1.497 0.457 -1.289
H -2.340 0.375 1.365
H -1.535 1.928 1.024
H -1.464 0.015 -2.727
*
```

Results of the Mulliken charge analysis, in e, for atoms 1 through 2:
1. C -1.245
2. C 0.097

***

3.
Entry from OMol25: the molecule C6H10 (wB97M-V/def2-TZVPD).

Gap between HOMO and LUMO = 10.3021 eV
Energy relative to the best compared isomer or geometry (same formula, charge and spin) = 25.61 kcal/mol
DFT total energy = -6382.7488 eV
Maximum force = 0.9 eV/A
E_LUMO = 1.224 eV
SMILES = C=CC/C=C\C

Geometry as ORCA input:
```
! wB97M-V def2-TZVPD RIJCOSX def2/J DEFGRID3
* xyz 0 1
C 1.175 -0.107 0.638
C 0.650 -1.242 -0.203
C -0.624 -1.424 -0.505
C -1.805 -0.716 0.064
C 0.435 2.193 -0.020
C 1.188 1.120 -0.229
H 0.554 0.074 1.524
H 2.182 -0.345 0.992
H 1.383 -1.871 -0.700
H -0.880 -2.216 -1.206
H -2.306 -1.563 0.524
H -1.584 0.033 0.834
H -2.473 -0.291 -0.700
H -0.178 2.309 0.872
H 0.435 3.017 -0.722
H 1.809 1.064 -1.124
*
```

Results of the Mulliken charge analysis, in e, for atoms 1 through 2:
1. C -0.755
2. C -0.334

***

Q: Which value of DFT total energy does entry 2 give?
A: -6379.6096 eV

***

Q: Which of these has the lowest E_LUMO?
A: number 1

***

Q: E_LUMO of number 2 (C6H10)?
A: 1.018 eV

***

Q: What is the energy relative to the best compared isomer or geometry (same formula, charge and spin) in the second record?
A: 98.00 kcal/mol